1.
{
  "formula": "C5H8N2O",
  "method": "the ωB97M-V functional and the def2-TZVPD basis",
  "species": ["C", "C", "C", "C", "C", "H", "H", "H", "H", "H", "H", "H", "H", "N", "N", "O"],
  "positions_angstrom": [[0.786, 0.474, -0.176], [0.373, -0.881, -1.045], [-0.827, -0.938, 0.013], [0.115, -0.258, 1.034], [-0.064, 1.583, -0.140], [2.625, -0.134, 0.628], [1.195, -1.494, -0.292], [0.646, -0.772, -2.196], [-1.273, -1.837, 0.317], [0.342, -1.205, 1.569], [-0.109, 0.625, 1.755], [-2.881, -0.109, -0.745], [0.152, 2.592, -0.229], [-1.855, 0.186, -0.106], [-1.443, 1.461, -0.222], [2.218, 0.706, -0.163]],
  "nbo_charge": [0.19, -0.45, -0.05, -0.48, -0.11, 0.47, 0.20, 0.26, 0.21, 0.23, 0.24, 0.38, 0.23, -0.44, -0.19, -0.69],
  "homo_lumo_gap_ev": 8.4,
  "homo_energy_ev": -7.985
}

2.
{
  "formula": "C5H8N2O",
  "method": "the ωB97M-V functional and the def2-TZVPD basis",
  "species": ["C", "C", "N", "N", "C", "C", "C", "O", "H", "H", "H", "H", "H", "H", "H", "H"],
  "positions_angstrom": [[-0.562, -1.113, -0.939], [-0.131, 0.988, -0.796], [0.675, -1.719, -0.773], [0.568, -0.049, 1.881], [-0.993, 0.246, 0.073], [-0.590, -0.387, 1.287], [0.287, 2.234, -0.883], [-1.416, -1.540, -1.677], [0.981, -2.499, -1.337], [1.459, -1.082, -0.785], [1.169, 0.624, 1.424], [0.942, -0.607, 2.630], [-2.065, 0.399, -0.016], [-1.220, -1.121, 1.775], [0.093, 2.992, -0.114], [0.804, 2.636, -1.750]],
  "nbo_charge": [0.74, -0.21, -0.89, -0.75, -0.39, 0.11, -0.46, -0.60, 0.40, 0.39, 0.42, 0.40, 0.28, 0.21, 0.16, 0.19],
  "homo_lumo_gap_ev": [6.6, 7.4],
  "homo_energy_ev": [-6.297, -6.771]
}

3.
{
  "formula": "C5H8N2O",
  "method": "the ωB97M-V functional and the def2-TZVPD basis",
  "species": ["C", "C", "C", "C", "N", "N", "C", "O", "H", "H", "H", "H", "H", "H", "H", "H"],
  "positions_angstrom": [[-0.692, -0.927, 1.278], [-0.683, -0.332, -0.115], [-1.838, 0.405, -0.587], [-0.411, 1.030, -0.409], [0.520, 1.263, 0.600], [1.621, 0.536, 0.203], [1.437, -0.628, -0.422], [0.253, -1.237, -0.730], [-1.523, -0.363, 1.902], [0.318, -0.912, 1.643], [-1.054, -2.036, 1.148], [-2.164, 0.443, -1.597], [-2.580, 0.626, 0.208], [-0.091, 1.129, -1.436], [0.832, 2.205, 0.780], [2.375, -1.072, -0.902]],
  "nbo_charge": [-0.60, 0.21, -0.38, -0.15, -0.44, -0.33, 0.28, -0.48, 0.21, 0.23, 0.22, 0.24, 0.23, 0.19, 0.37, 0.21],
  "homo_lumo_gap_ev": 9.4,
  "homo_energy_ev": -8.431,
  "smiles": "C[C@@]12C[C@H]1NN=CO2"
}

4.
{
  "formula": "C5H8N2O",
  "method": "the ωB97M-V functional and the def2-TZVPD basis",
  "species": ["C", "C", "C", "C", "C", "O", "N", "N", "H", "H", "H", "H", "H", "H", "H", "H"],
  "positions_angstrom": [[0.182, -0.919, 0.367], [0.442, 2.186, -0.298], [-0.894, -1.473, 1.244], [-0.019, -0.307, -0.798], [-0.330, -0.300, -2.070], [1.454, -1.195, 0.834], [0.018, 1.421, 1.911], [0.283, 2.037, 0.987], [2.098, -0.986, 0.150], [1.461, 2.221, -0.657], [-0.305, 2.771, -0.815], [-0.822, -1.043, 2.245], [-0.768, -2.558, 1.334], [-1.881, -1.257, 0.832], [-0.449, -1.218, -2.639], [-0.470, 0.618, -2.627]],
  "nbo_charge": [0.24, -0.41, -0.65, -0.08, -0.43, -0.68, -0.02, 0.03, 0.48, 0.22, 0.22, 0.23, 0.22, 0.23, 0.20, 0.19],
  "homo_lumo_gap_ev": 8.5,
  "homo_energy_ev": -7.797
}

The structure with the greatest stability is 4.

1.
{
  "formula": "C5H8N2O",
  "method": "the ωB97M-V functional and the def2-TZVPD basis",
  "species": ["O", "C", "C", "C", "C", "N", "H", "H", "H", "H", "H", "H", "H", "C", "N", "H"],
  "positions_angstrom": [[-1.203, -2.499, 0.302], [-1.020, -1.179, 0.185], [0.051, -0.529, -0.205], [-0.191, 0.978, -0.101], [-1.753, 0.985, 0.049], [-2.089, -0.337, 0.464], [-0.685, -2.799, -0.442], [1.103, -0.818, -0.526], [0.057, 1.529, -1.053], [0.241, 1.311, 0.837], [-1.870, 1.583, 0.955], [-2.307, 1.215, -0.932], [-2.971, -0.529, 0.781], [4.242, 0.354, -0.140], [3.991, 0.175, 0.975], [4.405, 0.561, -1.147]],
  "nbo_charge": [-0.66, 0.47, -0.44, -0.41, -0.22, -0.64, 0.49, 0.22, 0.21, 0.20, 0.20, 0.18, 0.40, 0.07, -0.29, 0.22],
  "homo_lumo_gap_ev": 8.3,
  "homo_energy_ev": -7.396,
  "smiles": "OC1=CCCN1.C#N"
}

2.
{
  "formula": "C5H8N2O",
  "method": "the ωB97M-V functional and the def2-TZVPD basis",
  "species": ["O", "C", "C", "C", "N", "C", "N", "C", "H", "H", "H", "H", "H", "H", "H", "H"],
  "positions_angstrom": [[-2.612, -0.086, -0.678], [-1.984, -0.014, 0.572], [-0.413, 0.018, 0.586], [0.398, -0.688, -0.529], [1.613, -1.315, -0.162], [2.429, -0.299, 0.161], [1.914, 0.925, -0.295], [0.419, 0.766, -0.469], [-2.239, -0.901, -1.152], [-2.394, 1.045, 0.925], [-2.153, -0.926, 1.388], [-0.085, 0.055, 1.558], [-0.349, -1.218, -1.126], [3.398, -0.459, 0.323], [2.342, 1.763, 0.087], [-0.284, 1.334, -1.189]],
  "nbo_charge": [-0.71, -0.05, -0.28, -0.10, -0.43, 0.22, -0.59, -0.10, 0.46, 0.19, 0.17, 0.21, 0.19, 0.19, 0.39, 0.24],
  "homo_lumo_gap_ev": 9.2,
  "homo_energy_ev": -8.228,
  "smiles": "OC[C@H]1[C@@H]2N=CN[C@H]12"
}

The structure with the greatest stability is 1.

1.
{
  "formula": "C5H8N2O",
  "method": "the ωB97M-V functional and the def2-TZVPD basis",
  "species": ["C", "N", "N", "C", "C", "C", "O", "C", "H", "H", "H", "H", "H", "H", "H", "H"],
  "positions_angstrom": [[-1.913, -0.509, 0.023], [-0.619, -0.279, -0.274], [-0.665, 1.024, -0.866], [0.377, 1.529, -0.481], [1.289, 0.908, 0.482], [1.675, -0.554, 0.025], [1.403, -0.973, -1.216], [0.327, -0.326, 0.744], [-2.496, -0.669, -1.014], [-2.302, 0.385, 0.778], [-2.261, -1.432, 0.541], [0.450, 2.563, -0.803], [1.843, 1.381, 1.244], [2.538, -0.970, 0.604], [0.454, -1.033, -1.258], [-0.099, -1.047, 1.470]],
  "nbo_charge": [-0.40, -0.38, -0.22, 0.06, -0.32, 0.11, -0.70, -0.12, 0.23, 0.17, 0.21, 0.20, 0.25, 0.20, 0.48, 0.24],
  "homo_lumo_gap_ev": 9.8,
  "homo_energy_ev": -8.822,
  "smiles": "CN1N=C[C@@H]2[C@H](O)[C@@H]21"
}

2.
{
  "formula": "C5H8N2O",
  "method": "the ωB97M-V functional and the def2-TZVPD basis",
  "species": ["C", "N", "N", "C", "C", "C", "C", "O", "H", "H", "H", "H", "H", "H", "H", "H"],
  "positions_angstrom": [[0.935, 0.853, 2.501], [0.803, 0.703, 1.175], [-0.084, -0.436, 0.966], [0.398, -1.212, -0.139], [1.650, -0.700, -0.818], [-0.874, -0.554, -0.357], [-1.165, 0.661, -1.344], [-2.158, 0.740, -1.994], [0.147, 0.295, 3.075], [1.568, 1.614, 3.109], [0.786, -2.257, 0.163], [1.718, 0.365, -1.055], [2.502, -0.981, -0.228], [1.686, -1.297, -1.628], [-1.634, -1.167, -0.103], [-0.206, 1.355, -1.418]],
  "nbo_charge": [-0.09, -0.29, -0.28, -0.07, -0.62, -0.19, 0.45, -0.49, 0.18, 0.21, 0.22, 0.22, 0.21, 0.21, 0.22, 0.12],
  "homo_lumo_gap_ev": 10.1,
  "homo_energy_ev": -9.290,
  "smiles": "C=NN1[C@H](C)[C@@H]1C=O"
}

The structure with the greatest stability is 1.

1.
{
  "formula": "C5H8N2O",
  "method": "the ωB97M-V functional and the def2-TZVPD basis",
  "species": ["C", "C", "C", "O", "C", "N", "C", "N", "H", "H", "H", "H", "H", "H", "H", "H"],
  "positions_angstrom": [[1.651, -0.597, -0.500], [0.341, 0.075, -0.218], [-0.939, -0.724, -0.355], [-0.959, -1.992, 0.253], [-1.954, 0.142, 0.335], [-3.007, 0.510, 0.655], [0.240, 1.551, -0.174], [0.131, 0.854, 1.098], [1.789, -0.684, -1.579], [2.466, -0.016, -0.074], [1.687, -1.598, -0.073], [-1.180, -0.826, -1.426], [-0.386, -2.073, 1.025], [-0.638, 2.064, -0.551], [1.153, 2.118, -0.309], [-0.395, 1.196, 1.893]],
  "nbo_charge": [-0.63, 0.14, 0.01, -0.69, 0.25, -0.33, -0.24, -0.74, 0.23, 0.24, 0.22, 0.21, 0.48, 0.20, 0.20, 0.44],
  "homo_lumo_gap_ev": 9.7,
  "homo_energy_ev": -8.949,
  "smiles": "C[C@]1([C@@H](O)C#N)CN1"
}

2.
{
  "formula": "C5H8N2O",
  "method": "the ωB97M-V functional and the def2-TZVPD basis",
  "species": ["C", "C", "C", "O", "C", "N", "C", "N", "H", "H", "H", "H", "H", "H", "H", "H"],
  "positions_angstrom": [[0.011, -1.541, 0.893], [0.029, -0.134, 0.141], [0.718, 0.781, 1.127], [1.830, 1.239, 1.095], [-1.421, 0.255, -0.446], [-1.117, 0.988, -1.706], [0.209, 0.950, -1.879], [0.891, 0.167, -1.026], [-0.341, -2.557, 0.365], [1.040, -1.646, 1.320], [-0.556, -1.623, 1.774], [0.114, 0.656, 2.053], [-1.894, -0.654, -0.556], [-1.962, 0.883, 0.280], [0.678, 1.616, -2.554], [1.771, 0.619, -0.882]],
  "nbo_charge": [-0.64, 0.00, 0.45, -0.52, -0.23, -0.50, 0.26, -0.61, 0.25, 0.22, 0.23, 0.10, 0.19, 0.20, 0.20, 0.40],
  "homo_lumo_gap_ev": 9.4,
  "homo_energy_ev": -8.797,
  "smiles": "C[C@]1(C=O)CN=CN1"
}

3.
{
  "formula": "C5H8N2O",
  "method": "the ωB97M-V functional and the def2-TZVPD basis",
  "species": ["C", "C", "C", "C", "C", "H", "H", "H", "H", "H", "H", "H", "H", "N", "N", "O"],
  "positions_angstrom": [[-0.434, -0.716, -2.032], [0.000, -0.197, -0.592], [1.014, -0.221, 1.381], [-0.345, 0.153, 1.531], [-0.697, 1.443, 0.873], [1.259, -1.369, -2.437], [-0.903, -1.751, -1.495], [-1.298, 0.075, -2.326], [0.994, -1.210, 1.819], [1.761, 0.541, 1.679], [-0.902, -0.151, 2.438], [-1.323, 2.106, 1.428], [0.241, 1.978, 0.550], [1.207, -0.358, -0.083], [-1.124, 0.127, 0.268], [0.550, -0.452, -3.003]],
  "nbo_charge": [-0.14, 0.39, -0.29, -0.11, -0.27, 0.47, 0.21, 0.20, 0.21, 0.22, 0.21, 0.21, 0.20, -0.47, -0.42, -0.64],
  "homo_lumo_gap_ev": 10.2,
  "homo_energy_ev": -9.578
}

4.
{
  "formula": "C5H8N2O",
  "method": "the ωB97M-V functional and the def2-TZVPD basis",
  "species": ["C", "C", "C", "C", "C", "N", "N", "O", "H", "H", "H", "H", "H", "H", "H", "H"],
  "positions_angstrom": [[0.153, -1.615, 0.338], [0.179, 1.308, -0.454], [0.153, 0.634, 0.853], [-0.558, -2.947, 0.242], [0.177, 2.826, -0.742], [1.244, -1.576, -0.297], [1.338, 0.705, 0.152], [-0.468, -0.650, 0.986], [-0.410, 0.673, -1.134], [0.112, 1.036, 1.865], [-0.828, -3.439, 1.197], [-0.058, -3.479, -0.636], [-1.520, -2.777, -0.192], [0.863, 2.878, -1.476], [0.570, 3.341, 0.076], [-0.947, 3.083, -0.776]],
  "nbo_charge": [0.43, -0.15, 0.13, -0.67, -0.61, -0.26, -0.22, -0.47, 0.22, 0.20, 0.24, 0.25, 0.23, 0.23, 0.21, 0.23],
  "homo_lumo_gap_ev": [8.6, 9.6],
  "homo_energy_ev": [-9.435, -9.603]
}

The structure with the greatest stability is 2.

1.
{
  "formula": "C5H8N2O",
  "method": "the ωB97M-V functional and the def2-TZVPD basis",
  "species": ["H", "N", "C", "C", "C", "C", "O", "C", "N", "H", "H", "H", "H", "H", "H", "H"],
  "positions_angstrom": [[-0.946, -1.676, -1.434], [-0.654, -0.937, -2.074], [-0.249, 0.119, -1.531], [-0.392, 0.831, -0.076], [-1.184, 1.833, 0.294], [-0.171, -0.410, 0.657], [-1.239, -1.048, 1.275], [1.049, -1.005, 0.752], [2.221, -0.435, 0.324], [0.156, 0.883, -2.193], [-1.516, 1.935, 1.322], [-1.387, 2.654, -0.375], [-2.049, -0.589, 1.025], [1.140, -1.915, 1.330], [3.081, -0.738, 0.755], [2.139, 0.499, -0.053]],
  "nbo_charge": [0.34, -0.58, 0.15, -0.14, -0.35, 0.13, -0.69, -0.06, -0.83, 0.14, 0.21, 0.21, 0.48, 0.21, 0.40, 0.38],
  "homo_lumo_gap_ev": 7.7,
  "homo_energy_ev": -7.178,
  "smiles": "[H]/N=C\\C(=C)/C(O)=C\\N"
}

2.
{
  "formula": "C5H8N2O",
  "method": "the ωB97M-V functional and the def2-TZVPD basis",
  "species": ["C", "C", "N", "C", "C", "C", "N", "O", "H", "H", "H", "H", "H", "H", "H", "H"],
  "positions_angstrom": [[-2.577, -0.998, 0.305], [-1.817, 0.013, -0.456], [-1.531, 0.476, -1.561], [-0.556, 0.791, -0.430], [0.790, 0.316, -0.287], [1.883, 1.301, 0.234], [1.136, -0.878, -0.589], [2.525, -1.179, -0.500], [-2.239, -1.953, -0.054], [-2.358, -0.884, 1.414], [-3.620, -0.845, -0.008], [-0.800, 1.714, 0.069], [2.329, 0.997, 1.105], [2.768, 1.361, -0.563], [1.470, 2.376, 0.430], [2.475, -2.200, -0.593]],
  "nbo_charge": [-0.68, 0.31, -0.29, -0.22, 0.18, -0.66, -0.16, -0.58, 0.26, 0.24, 0.24, 0.19, 0.22, 0.24, 0.22, 0.48],
  "homo_lumo_gap_ev": 9.7,
  "homo_energy_ev": -8.823,
  "smiles": "CC1=N[C@@H]1/C(C)=N/O"
}

3.
{
  "formula": "C5H8N2O",
  "method": "the ωB97M-V functional and the def2-TZVPD basis",
  "species": ["C", "C", "C", "C", "C", "H", "H", "H", "H", "H", "H", "H", "H", "N", "N", "O"],
  "positions_angstrom": [[-0.071, 0.658, -0.117], [1.509, 0.285, -0.467], [1.283, -0.979, 0.444], [-0.122, -0.917, -0.064], [-1.290, 0.860, -0.565], [-0.905, 1.986, 1.585], [2.074, 1.230, -0.530], [1.711, 0.033, -1.488], [1.379, -0.489, 1.602], [1.867, -1.918, 0.227], [-0.463, -0.945, -1.309], [-1.932, -1.917, 0.387], [-1.671, 1.780, -0.990], [-1.396, -1.106, 0.481], [-2.019, -0.100, -0.041], [0.047, 1.538, 0.845]],
  "nbo_charge": [0.16, -0.41, -0.42, -0.10, -0.07, 0.49, 0.24, 0.21, 0.24, 0.22, 0.18, 0.38, 0.21, -0.41, -0.23, -0.70],
  "homo_lumo_gap_ev": 9.1,
  "homo_energy_ev": -8.715
}

4.
{
  "formula": "C5H8N2O",
  "method": "the ωB97M-V functional and the def2-TZVPD basis",
  "species": ["C", "C", "C", "C", "C", "H", "H", "H", "H", "H", "H", "H", "H", "N", "N", "O"],
  "positions_angstrom": [[0.340, -1.097, 0.020], [-0.755, 0.147, 0.165], [0.230, 1.409, 0.063], [-1.687, -0.108, 1.306], [-1.971, -0.360, 2.516], [1.748, 0.565, -0.857], [2.238, -1.523, -1.158], [0.711, -1.417, 1.019], [-0.386, -1.942, -0.328], [-1.265, 0.210, -0.661], [0.729, 1.985, 1.016], [0.714, 0.436, -2.233], [-2.762, -0.820, 3.257], [1.147, -0.693, -1.072], [0.859, 1.903, -0.982], [0.110, 1.305, -2.072]],
  "nbo_charge": [-0.20, -0.35, 0.16, -0.01, -0.24, 0.41, 0.36, 0.20, 0.21, 0.25, 0.21, 0.51, 0.27, -0.94, -0.19, -0.64],
  "homo_lumo_gap_ev": 9.7,
  "homo_energy_ev": -9.274
}

The structure with the greatest stability is 1.

1.
{
  "formula": "C5H8N2O",
  "method": "the ωB97M-V functional and the def2-TZVPD basis",
  "species": ["C", "N", "N", "C", "C", "C", "C", "O", "H", "H", "H", "H", "H", "H", "H", "H"],
  "positions_angstrom": [[-2.992, -0.277, 0.123], [-1.591, 0.125, -0.335], [-0.622, -1.031, -0.327], [0.491, -0.511, -0.198], [1.029, 0.865, -0.209], [2.582, 0.584, -0.009], [2.680, -0.730, 0.016], [1.496, -1.455, -0.071], [-3.548, 0.680, 0.225], [-2.855, -0.981, 1.073], [-3.416, -0.868, -0.624], [-1.286, 0.669, 0.607], [0.555, 1.677, 0.554], [0.672, 1.236, -1.122], [3.267, 1.351, 0.093], [3.539, -1.336, 0.205]],
  "nbo_charge": [-0.42, -0.48, -0.29, 0.50, -0.53, -0.29, 0.13, -0.45, 0.21, 0.18, 0.20, 0.32, 0.23, 0.26, 0.23, 0.21],
  "homo_lumo_gap_ev": 9.5,
  "homo_energy_ev": -8.625,
  "smiles": "CN/N=C1\\CC=CO1"
}

2.
{
  "formula": "C5H8N2O",
  "method": "the ωB97M-V functional and the def2-TZVPD basis",
  "species": ["H", "N", "C", "C", "C", "O", "H", "H", "C", "N", "C", "H", "H", "H", "H", "H"],
  "positions_angstrom": [[1.306, -3.336, 1.724], [0.900, -2.544, 1.230], [0.898, -1.477, 1.914], [0.327, -0.284, 1.372], [-0.047, 0.876, 1.608], [-0.510, 2.067, 1.521], [1.250, -1.406, 2.951], [-1.053, 2.148, 0.704], [-0.526, -0.386, -0.617], [-0.747, 0.852, -0.984], [-0.237, 1.270, -2.257], [-1.360, -0.924, -0.160], [0.119, -1.057, -1.198], [0.207, 2.265, -2.147], [0.530, 0.588, -2.668], [-1.056, 1.347, -2.993]],
  "nbo_charge": [0.34, -0.62, 0.08, -0.28, 0.50, -0.65, 0.18, 0.54, -0.04, -0.55, -0.43, 0.19, 0.17, 0.19, 0.17, 0.20],
  "homo_lumo_gap_ev": [8.8, 8.8],
  "homo_energy_ev": [-8.478, -8.477],
  "smiles": "[H]/N=C/C#CO.C=NC"
}

The structure with the greatest stability is 1.